Below is a 2-piece molecular cluster, CHIS2 overall at a distorted geometry, with properties calculated with ωB97M-V/def2-TZVPD.

Structure (XYZ):
```
5
Properties=species:S:1:pos:R:3:nbo_charge:R:1
C -2.00 0.62 0.34 -0.39
S -1.30 -0.65 -0.19 0.18
S -2.73 1.85 0.86 0.20
I 3.44 -0.42 -0.04 -0.10
H 2.59 -1.40 -0.98 0.10
```

LUMO energy (hartree): -0.0007
Gap between HOMO and LUMO (eV): 9.7
Net charge: 0
Multiplicity: 1
Relative energy (zero: lowest compared OMol25 entry of this formula, charge and spin) (eV): 0.028
HOMO energy (eV): -9.7341

---

Below is a 5-piece molecular cluster, C17H27O13 overall at a distorted geometry, with properties calculated with ωB97M-V/def2-TZVPD.

Structure (XYZ):
```
57
Properties=species:S:1:pos:R:3:nbo_charge:R:1
C -0.17 1.04 -0.50 -0.19
O 0.49 0.92 -1.67 -0.97
H -0.87 0.18 -0.36 0.06
H 0.51 0.94 0.38 0.06
H -0.71 2.02 -0.37 0.08
C -4.47 2.36 -2.21 -0.64
C -3.68 3.19 -3.21 0.07
C -2.25 2.70 -3.50 -0.10
O -2.34 2.18 -4.83 -0.48
C -3.53 2.48 -5.37 0.97
O -3.85 2.21 -6.48 -0.60
O -4.32 3.14 -4.49 -0.50
H -5.37 2.92 -1.93 0.21
H -3.94 2.21 -1.27 0.23
H -4.81 1.44 -2.68 0.22
H -3.69 4.23 -2.87 0.18
H -1.99 1.96 -2.74 0.24
H -1.55 3.53 -3.42 0.19
C -0.57 -2.71 -1.33 -0.67
C -0.13 -4.13 -1.35 0.07
C -0.64 -4.97 -2.54 -0.09
O 0.55 -5.41 -3.20 -0.50
C 1.64 -4.90 -2.57 0.98
O 2.75 -5.01 -2.98 -0.58
O 1.29 -4.28 -1.43 -0.48
H -1.63 -2.49 -1.46 0.23
H -0.05 -2.04 -2.03 0.27
H -0.34 -2.22 -0.38 0.22
H -0.48 -4.59 -0.42 0.18
H -1.23 -4.39 -3.26 0.19
H -1.22 -5.82 -2.18 0.18
C 2.82 1.93 1.01 -0.65
C 3.71 2.08 2.22 0.07
C 4.48 3.43 2.23 -0.09
O 4.13 4.03 3.47 -0.50
C 3.11 3.36 4.04 0.97
O 2.52 3.72 5.00 -0.58
O 2.89 2.20 3.39 -0.50
H 1.88 2.47 1.14 0.24
H 2.55 0.87 0.97 0.23
H 3.20 2.30 0.06 0.24
H 4.38 1.23 2.36 0.18
H 4.10 4.03 1.41 0.18
H 5.56 3.33 2.15 0.19
C 1.08 -2.88 2.68 -0.63
C 0.61 -1.72 3.52 0.06
C -0.22 -0.69 2.75 -0.10
O -1.20 -0.27 3.69 -0.48
C -1.25 -1.15 4.71 0.97
O -1.99 -1.09 5.63 -0.59
O -0.35 -2.15 4.51 -0.51
H 0.22 -3.52 2.50 0.22
H 1.85 -3.44 3.22 0.22
H 1.46 -2.54 1.72 0.23
H 1.38 -1.19 4.08 0.18
H -0.69 -1.13 1.86 0.18
H 0.37 0.11 2.32 0.22
```

LUMO energy (hartree): 0.0885
Gap between HOMO and LUMO (eV): 5.8
Net charge: -1
Multiplicity: 1
Relative energy (zero: lowest compared OMol25 entry of this formula, charge and spin) (eV): 0.235
HOMO energy (eV): -3.3934

---

Below is C17H17NO5 as an isolated structure at a distorted geometry, with properties calculated with ωB97M-V/def2-TZVPD.

Structure (XYZ):
```
40
Properties=species:S:1:pos:R:3:nbo_charge:R:1
C 1.60 4.75 2.88 -0.23
H 2.46 4.23 3.02 0.19
O 0.57 3.74 2.25 -0.48
C 0.81 3.28 1.15 0.28
C 1.78 3.63 0.45 -0.29
C 2.17 2.98 -0.79 0.27
C 1.30 2.10 -1.15 -0.29
C -0.03 1.83 -0.61 -0.15
C -0.16 2.49 0.62 -0.20
H -1.02 2.25 1.34 0.23
C -0.84 0.82 -1.26 0.71
O -1.11 0.76 -2.42 -0.53
N -1.85 0.22 -0.03 -0.67
H -1.36 0.18 0.75 0.36
C -2.75 -0.81 -0.55 -0.23
C -1.97 -2.21 -0.20 -0.06
C -1.09 -2.72 -0.91 -0.23
C -0.42 -3.94 -0.81 -0.22
C -1.04 -4.82 0.03 0.20
C -1.88 -4.28 0.97 0.25
C -2.64 -2.95 0.74 -0.20
H -3.16 -2.63 1.39 0.16
O -2.21 -5.24 1.83 -0.49
C -1.24 -6.30 1.67 0.23
O -0.75 -5.93 0.30 -0.43
H -0.84 -6.56 2.52 0.18
H -2.10 -7.16 1.59 0.16
H 0.32 -4.39 -1.68 0.22
H -0.60 -2.04 -1.81 0.20
H -3.53 -0.75 0.13 0.20
H -2.86 -0.73 -1.70 0.24
H 1.14 1.61 -2.31 0.22
O 3.29 3.21 -1.59 -0.49
C 3.42 2.73 -2.73 -0.21
H 2.66 2.98 -3.47 0.16
H 4.50 2.99 -3.36 0.17
H 3.41 1.61 -2.84 0.16
H 3.00 4.16 0.75 0.21
H 1.69 5.69 2.13 0.20
H 1.31 5.21 3.71 0.19
```

LUMO energy (hartree): 0.0078
Gap between HOMO and LUMO (eV): 7.9
Net charge: 0
Multiplicity: 1
Relative energy (zero: lowest compared OMol25 entry of this formula, charge and spin) (eV): 16.756
HOMO energy (eV): -7.6946

---

Below is C2H7N2OP in the gas phase at a distorted geometry, with properties calculated with ωB97M-V/def2-TZVPD.

Structure (XYZ):
```
13
Properties=species:S:1:pos:R:3:nbo_charge:R:1
C 1.83 1.21 0.56 0.03
C -1.26 0.49 -0.94 -1.01
N 1.48 0.04 0.17 -0.76
N -0.42 -1.98 0.09 -1.20
O -0.67 0.02 1.76 -1.10
P -0.16 -0.28 0.44 2.14
H 2.87 1.58 0.35 0.18
H 1.10 1.96 0.75 0.16
H -0.69 0.92 -1.83 0.24
H -2.02 -0.30 -1.34 0.26
H -1.86 1.27 -0.43 0.25
H 0.16 -2.53 -0.61 0.40
H -0.37 -2.40 1.03 0.40
```

LUMO energy (hartree): 0.0092
Structure (SMILES): C=N[P@@](C)(N)=O
Gap between HOMO and LUMO (eV): 10.3
Net charge: 0
Multiplicity: 1
Relative energy (zero: lowest compared OMol25 entry of this formula, charge and spin) (eV): 0.691
HOMO energy (eV): -10.0916

---

Below is C28H41BrN2OPdS2Si as an isolated structure, with properties calculated with ωB97M-V/def2-TZVPD.

Structure (XYZ):
```
77
Properties=species:S:1:pos:R:3:mulliken_charge:R:1
Pd -0.53 -0.63 0.36 0.44
C 0.29 0.27 4.46 -1.72
C 0.47 0.08 2.98 1.06
N -0.59 -0.17 2.26 1.25
N -1.81 -0.14 2.91 -0.74
C -2.82 -0.39 2.16 0.22
S -2.80 -0.73 0.47 -0.30
S -4.39 -0.45 3.01 -0.14
C -4.40 -2.27 3.25 -1.29
C -3.18 -2.76 3.98 0.62
C -3.06 -2.58 5.36 -0.30
C -1.90 -2.97 6.02 -0.59
C -0.85 -3.53 5.30 -0.51
C -0.96 -3.70 3.93 -0.57
C -2.13 -3.33 3.28 -0.18
C 1.80 0.25 2.41 -0.31
C 2.74 1.00 3.15 -0.99
C 4.00 1.27 2.67 -0.65
C 4.37 0.76 1.43 -0.45
C 3.50 0.01 0.68 -0.31
C 2.19 -0.25 1.14 0.84
O 1.40 -0.97 0.39 -1.09
H -0.58 -0.27 4.81 0.34
H 1.18 -0.08 4.98 0.51
H 0.15 1.33 4.68 0.26
H -5.31 -2.46 3.82 0.48
H -4.50 -2.75 2.28 0.41
H -3.87 -2.12 5.91 0.36
H -1.82 -2.83 7.09 0.39
H 0.06 -3.82 5.82 0.40
H -0.15 -4.14 3.37 0.43
H -2.21 -3.45 2.21 0.37
H 2.45 1.41 4.11 0.35
H 4.69 1.87 3.25 0.41
H 5.37 0.96 1.04 0.42
H 3.77 -0.38 -0.29 0.42
C -1.18 6.19 1.67 -1.81
C -1.09 4.74 1.16 2.72
C -0.97 3.81 2.38 -2.02
C -2.43 4.39 0.49 -2.24
Si 0.38 4.53 -0.06 -0.30
Br 0.65 2.29 -0.18 -0.26
C 2.05 5.18 0.61 2.46
C 3.25 4.52 -0.08 -1.66
C 2.16 6.71 0.43 -1.84
C 2.20 4.87 2.11 -1.92
C -0.01 5.09 -1.86 2.39
C -1.01 4.16 -2.55 -1.82
C -0.59 6.52 -1.86 -1.74
C 1.26 5.09 -2.72 -2.05
H -2.07 6.30 2.29 0.53
H -1.26 6.91 0.85 0.30
H -0.32 6.47 2.28 0.32
H -1.83 3.99 3.04 0.58
H -0.07 3.97 2.96 0.28
H -1.00 2.76 2.09 0.17
H -3.22 4.44 1.24 0.59
H -2.42 3.37 0.09 0.37
H -2.69 5.08 -0.31 0.37
H 3.27 4.66 -1.16 0.30
H 3.28 3.44 0.12 0.11
H 4.17 4.96 0.33 0.54
H 2.21 6.99 -0.63 0.31
H 3.08 7.06 0.90 0.53
H 1.33 7.25 0.89 0.30
H 2.11 3.80 2.31 0.13
H 1.48 5.41 2.72 0.32
H 3.20 5.18 2.43 0.63
H -1.96 4.08 -2.04 0.33
H -0.60 3.15 -2.66 0.33
H -1.20 4.54 -3.56 0.53
H -1.57 6.56 -1.39 0.28
H -0.72 6.84 -2.90 0.54
H 0.06 7.24 -1.37 0.29
H 1.74 4.11 -2.73 0.34
H 1.99 5.83 -2.39 0.33
H 0.98 5.33 -3.75 0.59
```

LUMO energy (hartree): -0.0399
Gap between HOMO and LUMO (eV): 7.0
Net charge: 0
Multiplicity: 1
Relative energy (zero: lowest compared OMol25 entry of this formula, charge and spin) (eV): 0.334
HOMO energy (eV): -8.0360

---

Below is C33H24AsBiCl4NO3P as an isolated structure, with properties calculated with ωB97M-V/def2-TZVPD.

Structure (XYZ):
```
68
Properties=species:S:1:pos:R:3:nbo_charge:R:1
Bi 0.12 -0.30 0.01 1.71
Cl 3.35 0.90 6.05 0.04
C 3.03 0.79 4.36 -0.11
C 3.99 1.19 3.44 -0.10
Cl 5.52 1.78 3.96 0.04
C 3.70 1.13 2.07 -0.13
Cl 4.86 1.61 0.88 0.03
C 2.47 0.68 1.62 0.23
O 2.13 0.64 0.34 -0.83
C 1.52 0.24 2.56 0.27
O 0.33 -0.22 2.11 -0.81
C 1.80 0.30 3.91 -0.13
Cl 0.58 -0.21 5.02 0.04
O -3.90 -0.57 1.89 -0.56
C -2.95 -0.45 1.20 0.84
N -2.02 -0.32 0.46 -0.99
C 0.73 3.61 0.22 -0.75
C 1.99 3.75 -0.62 -0.73
As 2.92 5.49 -0.45 0.94
C 1.34 6.54 -0.94 -0.34
C 1.18 6.82 -2.29 -0.22
C 0.05 7.48 -2.76 -0.22
C -0.94 7.87 -1.87 -0.22
C -0.79 7.62 -0.52 -0.23
C 0.34 6.96 -0.05 -0.18
C 2.93 5.75 1.48 -0.34
C 3.02 7.05 1.97 -0.23
C 3.11 7.30 3.33 -0.21
C 3.13 6.23 4.23 -0.21
C 3.07 4.93 3.75 -0.15
C 2.97 4.69 2.38 -0.25
P -0.48 2.35 -0.32 1.01
C -0.78 2.78 -2.05 -0.29
C -0.41 1.91 -3.07 -0.20
C -0.56 2.27 -4.40 -0.21
C -1.07 3.52 -4.72 -0.19
C -1.42 4.41 -3.71 -0.19
C -1.28 4.04 -2.38 -0.22
C -1.94 2.77 0.64 -0.37
C -3.21 2.88 0.08 -0.19
C -4.31 3.15 0.88 -0.20
C -4.15 3.29 2.25 -0.20
C -2.89 3.16 2.82 -0.13
C -1.79 2.90 2.02 -0.22
H 0.13 4.52 0.20 0.25
H 0.97 3.41 1.26 0.26
H 1.77 3.71 -1.69 0.23
H 2.69 2.94 -0.41 0.27
H 1.95 6.52 -3.00 0.22
H -0.05 7.69 -3.82 0.22
H -1.82 8.40 -2.23 0.22
H -1.55 7.93 0.19 0.22
H 0.44 6.76 1.01 0.22
H 3.01 7.89 1.28 0.21
H 3.18 8.31 3.69 0.21
H 3.21 6.42 5.29 0.21
H 3.10 4.10 4.44 0.21
H 2.95 3.67 2.03 0.22
H 0.00 0.93 -2.83 0.21
H -0.27 1.58 -5.18 0.22
H -1.18 3.81 -5.75 0.22
H -1.80 5.39 -3.95 0.22
H -1.54 4.75 -1.60 0.23
H -3.35 2.75 -0.99 0.22
H -5.29 3.23 0.44 0.22
H -5.01 3.49 2.88 0.22
H -2.76 3.25 3.90 0.21
H -0.82 2.77 2.48 0.22
```

LUMO energy (hartree): -0.0183
Gap between HOMO and LUMO (eV): 7.3
Net charge: 0
Multiplicity: 1
Relative energy (zero: lowest compared OMol25 entry of this formula, charge and spin) (eV): 0.263
HOMO energy (eV): -7.7912

---

Which value of LUMO energy does entry 4 give? 0.0092 hartree